## A
The following is a DFT calculation (the ωB97M-V functional and the def2-TZVPD basis) of 2 unconnected molecules or ions with the total composition C2H3NO2.

Bonds (Å) are listed after each position.
Geometry (Å):
1 O 2.989 0.479 -0.784  N3 1.193
2 O 0.175 -1.691 0.075  C5 1.181
3 N 3.047 -0.100 0.258  O1 1.193, H7 0.999
4 C -1.542 0.119 0.128  C5 1.316, H6 1.042, H8 1.148
5 C -0.672 -0.869 0.112  O2 1.181, C4 1.316
6 H -2.128 0.255 0.979  C4 1.042
7 H 2.943 0.499 1.051  N3 0.999
8 H -1.554 0.814 -0.786  C4 1.148

Calculated values
LUMO energy (spin up / spin down) in eV: -0.1 / -0.1
Charge: 0
Structure (SMILES): C=C=O.N=O
Frontier orbital gap (spin up / spin down) in hartree: 0.3390 / 0.3390

Results of the Mulliken charge analysis, in e, for atoms 1 through 6:
1 O -0.229
2 O -0.358
3 N 0.042
4 C -0.858
5 C 0.723
6 H 0.272



## B
The following is a DFT calculation (the ωB97M-V functional and the def2-TZVPD basis) of a single C2H3NO2 molecule.

Bonds (Å) are listed after each position.
Geometry (Å):
1 O -0.154 0.062 -1.811  C5 1.194
2 O 0.085 1.435 1.134  C4 1.203
3 N 0.182 -0.732 0.297  C4 1.366, C5 1.384, H8 1.013
4 C 0.265 0.250 1.242  O2 1.203, N3 1.366, H7 1.173
5 C -0.304 -0.799 -0.998  O1 1.194, N3 1.384, H6 0.989
6 H -0.841 -1.620 -1.125  C5 0.989
7 H 0.393 -0.323 2.258  C4 1.173
8 H -0.039 -1.614 0.743  N3 1.013

Calculated values
LUMO energy in eV: 0.4
Charge: 0
Structure (SMILES): O=CNC=O
Frontier orbital gap in hartree: 0.3977

Results of the Mulliken charge analysis, in e, for atoms 1 through 6:
1 O -0.450
2 O -0.452
3 N -0.194
4 C 0.157
5 C 0.072
6 H 0.366



Relative energies, unit kJ/mol: A 332.4; B 0.0



## A
The following is a DFT calculation (the ωB97M-V functional and the def2-TZVPD basis) of a single C2H3NO2 molecule.

Bonds (Å) are listed after each position.
Geometry (Å):
1 O 2.171 -0.144 -0.023  C4 1.198
2 O -1.781 -0.721 -0.016  C5 1.212
3 N 0.017 0.675 -0.004  C4 1.391, C5 1.382, H7 1.002
4 C 0.987 -0.320 0.036  O1 1.198, N3 1.391, H8 1.081
5 C -1.339 0.407 0.008  O2 1.212, N3 1.382, H6 1.113
6 H -1.958 1.332 0.002  C5 1.113
7 H 0.346 1.622 0.013  N3 1.002
8 H 0.488 -1.279 0.057  C4 1.081

Calculated values
LUMO energy in eV: 0.6
Charge: 0
Structure (SMILES): O=CNC=O
Frontier orbital gap in hartree: 0.4061

Results of the Mulliken charge analysis, in e, for atoms 1 through 6:
1 O -0.493
2 O -0.508
3 N -0.097
4 C 0.063
5 C 0.156
6 H 0.319



## B
The following is a DFT calculation (the ωB97M-V functional and the def2-TZVPD basis) of a single C2H3NO2 molecule.

Bonds (Å) are listed after each position.
Geometry (Å):
1 O 0.030 0.699 -0.094  N3 1.424, C5 1.352
2 O -1.762 -0.691 0.048  C5 1.197
3 N 0.844 -0.470 -0.090  O1 1.424, C4 1.291
4 C 2.067 -0.097 0.088  N3 1.291, H6 1.122, H7 1.120
5 C -1.285 0.407 0.015  O1 1.352, O2 1.197, H8 1.083
6 H 2.808 -0.928 -0.049  C4 1.122
7 H 2.314 0.978 0.286  C4 1.120
8 H -1.866 1.312 0.144  C5 1.083

Calculated values
LUMO energy in eV: 0.7
Charge: 0
Structure (SMILES): C=NOC=O
Frontier orbital gap in hartree: 0.4185

Results of the Mulliken charge analysis, in e, for atoms 1 through 6:
1 O -0.104
2 O -0.425
3 N -0.306
4 C -0.224
5 C 0.174
6 H 0.274



## C
The following is a DFT calculation (the ωB97M-V functional and the def2-TZVPD basis) of 2 unconnected molecules or ions with the total composition C2H3NO2.

Bonds (Å) are listed after each position.
Geometry (Å):
1 O 1.208 0.708 -0.397  C4 1.191
2 O -1.650 -0.238 -0.108  N3 1.175
3 N -1.224 -0.129 0.982  O2 1.175, C5 1.151
4 C 0.939 0.134 -1.405  O1 1.191, H7 1.224, H8 1.065
5 C -0.611 -0.104 1.956  N3 1.151, H6 0.969
6 H -0.370 0.003 2.888  C5 0.969
7 H 0.700 -1.051 -1.598  C4 1.224
8 H 1.009 0.678 -2.318  C4 1.065

Calculated values
LUMO energy in eV: 1.0
Charge: 0
Structure (SMILES): C#[N+][O-].C=O
Frontier orbital gap in hartree: 0.3987

Results of the Mulliken charge analysis, in e, for atoms 1 through 6:
1 O -0.397
2 O -0.612
3 N 0.469
4 C -0.059
5 C -0.269
6 H 0.427



Relative energies, unit kJ/mol: A 0.0; B 227.2; C 450.8